The following is a DFT calculation (ωB97M-V/def2-TZVPD) of a molecular structure, C35H34N5O10SSn.

DFT total energy = -81438.7866 eV
Relative energy (zero: lowest compared OMol25 entry of this formula, charge and spin) = 80.8 kJ/mol
Spin multiplicity = 2
Gap between HOMO and LUMO (alpha / beta) = 7.1 / 6.2 eV

Structure (XYZ):
```
86
Properties=species:S:1:pos:R:3:forces:R:3:mulliken_spin:R:1
Sn -0.975427 -0.757248 -1.049683 0.0 0.1 -0.3 0.45
O -6.554866 -0.954440 3.505539 0.2 -0.2 -0.1 0.00
C -5.817420 -1.848759 3.070194 -0.1 0.0 0.1 0.00
O -5.603326 -3.030439 3.416009 -0.1 0.3 -0.1 0.00
C -4.928473 -1.438293 1.876776 -0.1 -0.1 0.1 0.00
C -4.309782 -0.197728 1.825912 0.0 0.0 0.0 0.00
C -3.356610 0.037011 0.852490 -0.1 -0.1 -0.1 -0.01
N -3.046684 -0.899901 -0.052004 0.0 0.0 0.0 0.05
C -3.750615 -2.041038 -0.117066 -0.1 0.1 0.0 0.02
C -4.696123 -2.338553 0.842118 0.1 -0.1 0.0 0.00
C -3.481711 -2.904165 -1.296865 0.1 0.0 0.1 0.01
C -4.148935 -4.100213 -1.522400 0.0 0.1 -0.1 0.00
C -3.916413 -4.774522 -2.710615 0.0 0.0 0.0 0.00
C -3.028114 -4.244139 -3.631613 0.0 0.0 0.1 0.01
C -2.361764 -3.076145 -3.301595 0.1 0.0 0.0 -0.01
N -2.583246 -2.428025 -2.162791 0.0 -0.1 0.0 0.06
C -2.670521 1.340178 0.671971 0.0 0.0 0.0 0.02
C -2.656913 2.313199 1.660755 0.0 0.0 -0.1 0.00
C -1.990557 3.498995 1.408373 0.0 0.0 0.0 0.00
C -1.364043 3.675154 0.184706 0.0 0.0 0.0 0.01
C -1.408397 2.642752 -0.734222 0.0 0.0 -0.1 0.02
N -2.050491 1.501796 -0.501028 -0.1 0.3 0.0 0.07
H -4.590751 0.553600 2.551145 0.0 0.0 0.0 0.00
H -5.226885 -3.279735 0.857517 0.0 0.0 0.0 0.00
H -4.852591 -4.487330 -0.801291 0.0 0.0 0.0 0.00
H -4.431598 -5.703855 -2.914995 0.0 0.0 0.0 0.00
H -2.826941 -4.735996 -4.572544 0.0 0.0 0.0 0.00
H -1.615694 -2.650238 -3.959367 0.0 0.0 0.0 0.01
H -3.130976 2.132894 2.614409 0.0 0.0 0.0 0.00
H -1.949665 4.273205 2.163606 0.0 0.0 0.0 0.00
H -0.823994 4.578627 -0.046389 0.1 0.1 0.0 0.00
H -0.897122 2.721421 -1.687188 0.0 0.0 0.0 -0.01
C 2.497876 -4.072225 -1.499612 0.0 0.0 0.0 0.00
C 1.672436 -3.046004 -2.261465 -0.3 0.0 -0.1 -0.01
C 1.963975 -3.096253 -3.755956 0.1 0.0 0.0 0.00
O 0.280610 -3.310243 -2.117986 0.5 -0.2 -0.9 0.00
C 2.013738 -1.619536 -1.782372 0.1 0.0 0.2 0.03
O 3.160802 -1.327596 -1.489051 -0.2 0.0 0.0 0.02
O 1.032880 -0.751040 -1.755451 0.1 0.1 0.0 0.09
H 2.298361 -5.067089 -1.898139 0.0 0.0 0.0 0.00
H 2.236980 -4.065283 -0.437341 0.0 -0.1 -0.1 0.00
H 3.558639 -3.849727 -1.585717 0.0 0.0 0.0 0.00
H 1.718292 -4.086725 -4.139652 0.0 0.0 0.0 0.00
H 3.017480 -2.891269 -3.941272 0.0 0.0 0.0 0.00
H 1.362288 -2.355123 -4.283583 0.0 0.0 0.0 0.00
H 0.071866 -3.432246 -1.179016 0.0 -0.1 -0.1 0.00
O -0.710846 -2.660924 -0.015478 -0.2 0.1 0.8 0.06
N -0.411063 -2.760368 1.289992 -0.1 0.1 0.5 0.00
C -1.414156 -2.900650 2.176114 0.0 0.2 -0.1 0.00
C -1.144213 -3.014252 3.517877 0.1 0.0 0.0 0.00
C 0.177407 -3.003678 3.946237 -0.1 0.0 0.0 0.00
C 1.188010 -2.877000 3.011510 0.0 -0.1 -0.1 0.00
C 0.869061 -2.746011 1.677208 0.0 -0.1 0.0 0.00
H -2.409394 -2.908066 1.762877 0.0 0.0 0.0 0.00
H -1.976136 -3.105033 4.202256 0.0 0.0 0.0 0.00
H 0.411812 -3.082016 4.998540 0.0 0.0 0.0 0.00
H 2.228050 -2.840898 3.298642 0.0 0.0 0.0 0.00
H 1.595581 -2.620632 0.888192 0.0 0.1 0.0 0.00
C 1.657501 7.561023 -1.427656 0.0 0.0 0.0 0.00
C 2.406637 6.380703 -0.868768 -0.1 0.0 0.0 0.00
C 2.941389 5.407659 -1.711695 0.0 0.0 0.0 0.00
C 3.702313 4.366699 -1.204634 0.0 0.0 0.0 0.00
C 3.919458 4.283039 0.163765 0.0 -0.1 0.0 0.00
C 3.365425 5.218676 1.024693 0.0 0.0 0.0 0.00
C 2.613168 6.260726 0.503210 0.0 0.0 0.0 0.00
S 5.039835 3.056636 0.794174 0.1 -0.1 0.1 0.00
O 5.218977 3.365934 2.181530 -0.1 0.0 0.1 0.00
O 6.143726 3.017417 -0.119338 0.0 0.0 0.0 0.00
N 4.368373 1.580434 0.703510 -0.3 0.2 -0.2 0.00
C 3.202348 1.149306 1.473437 0.3 -0.1 0.1 0.00
C 1.888524 1.204737 0.705241 0.0 0.0 0.0 0.00
C 0.835044 0.353974 1.379738 -0.1 -0.3 -0.2 0.00
O 0.997945 -0.089757 2.498763 -0.1 0.2 0.1 0.01
O -0.265025 0.092096 0.693005 0.3 -0.2 0.2 0.07
H 1.375213 7.398015 -2.467490 0.0 0.0 0.0 0.00
H 2.279609 8.457126 -1.387745 0.0 0.0 0.0 0.00
H 0.753873 7.773556 -0.854036 0.0 0.0 0.0 0.00
H 2.788468 5.486708 -2.782077 0.0 0.0 0.0 0.00
H 4.159535 3.643138 -1.868289 0.0 0.0 0.0 0.00
H 3.564866 5.143015 2.085066 0.0 0.0 0.0 0.00
H 2.201890 7.009245 1.171372 0.0 0.0 0.0 0.00
H 4.498737 1.141020 -0.198939 0.0 0.0 0.0 0.00
H 3.168987 1.717958 2.401332 0.0 0.0 0.0 0.00
H 3.388453 0.113032 1.753884 0.0 0.0 0.1 0.00
H 2.034543 0.797214 -0.293139 0.0 0.0 -0.2 0.00
H 1.506501 2.222484 0.583871 0.0 0.0 0.0 0.00
```
Forces are in eV/Å.

=====

The following is a DFT calculation (ωB97M-V/def2-TZVPD) of a single C5H7N molecule.

SMILES string = C#C[C@@H]1N[C@@H]1C
DFT total energy = -6783.4121 eV
Relative energy (zero: lowest compared OMol25 entry of this formula, charge and spin) = 492.1 kJ/mol
Gap between HOMO and LUMO = 9.3 eV

Structure (XYZ):
```
13
Properties=species:S:1:pos:R:3:forces:R:3:mulliken_charge:R:1
C 0.763424 -0.535199 -1.613151 0.1 0.0 0.0 -1.23
C -0.304143 -0.593531 -0.569750 0.0 -0.1 -0.3 0.18
N -0.076320 -1.250651 0.729451 0.1 -0.4 0.0 -0.63
C -0.330848 0.178766 0.673555 -0.8 -0.1 -0.2 0.36
C 0.601089 1.216143 1.221764 -0.8 0.1 0.4 -0.70
C -0.096635 1.846747 2.006660 0.8 0.5 0.3 -0.12
H 1.725141 -0.237216 -1.184424 -0.1 0.0 0.0 0.32
H 0.867477 -1.523955 -2.071867 0.1 0.2 0.0 0.33
H 0.492649 0.180801 -2.395973 0.1 -0.1 0.1 0.30
H -1.311676 -0.774290 -0.944423 0.2 -0.2 -0.1 0.34
H 0.919857 -1.424080 0.857737 -0.1 0.1 -0.1 0.29
H -1.343751 0.428757 0.987682 0.0 -0.7 -0.3 0.22
H -0.876833 2.171129 2.657342 0.4 0.6 0.3 0.36
```
Forces are in eV/Å.

=====

The following is a DFT calculation (ωB97M-V/def2-TZVPD) of 2 unconnected molecules or ions with the total composition C7H6N2O3.

DFT total energy = -16471.4512 eV
Relative energy (zero: lowest compared OMol25 entry of this formula, charge and spin) = 734.6 kJ/mol
Gap between HOMO and LUMO (alpha / beta) = 7.2 / 7.2 eV

Structure (XYZ):
```
18
Properties=species:S:1:pos:R:3:forces:R:3:mulliken_charge:R:1
C 0.880932 -1.146667 2.228494 -1.1 -1.4 1.3 -0.29
C -0.503861 -0.990187 2.085587 0.5 2.1 -1.1 -0.63
C 1.681495 -0.591021 1.241668 0.7 -1.1 1.3 -0.58
C -1.088962 -0.126374 1.134437 2.6 -1.2 -0.2 -0.56
C 1.087102 0.061633 0.203598 1.7 2.2 -2.7 0.03
C -0.297100 0.362571 0.137314 2.1 0.4 -1.0 0.82
C -0.749710 1.103701 -1.063007 -1.8 -2.5 -0.7 -0.45
N 0.183468 1.994280 -1.594368 1.0 1.7 -1.4 0.04
N -0.593056 -0.377772 -2.509572 -0.6 2.8 0.1 0.75
O -0.238148 2.880739 -2.329224 -0.1 -1.4 1.1 -0.39
O -1.549847 -0.362518 -3.259088 1.3 -0.6 1.0 -0.51
O 0.491676 -0.854354 -2.587116 -0.6 -0.6 -0.1 -0.41
H 1.287897 -1.786921 3.119194 -0.7 1.4 -1.9 0.27
H -1.226480 -1.309811 2.731967 -1.2 -1.4 2.2 0.42
H 2.753910 -0.793694 1.388088 -0.5 0.5 -0.8 0.33
H -2.070176 0.145976 1.039192 -2.7 0.1 0.6 0.49
H 1.770979 0.505734 -0.638111 -1.4 -1.0 1.8 0.23
H -1.820118 1.284686 -1.329054 0.8 0.0 0.6 0.44
```
Forces are in eV/Å.

=====

We obtain strongest force on any atom values of 1.07; 1.06; 3.88 eV/A for the records listed above, in that order.